29 unconnected molecules or ions with the total composition C7H74N3O32P2 at a distorted geometry. Source: the OMol25 dataset; level of theory: ωB97M-V/def2-TZVPD.

highest occupied orbital energy = -11.759 eV
2S+1 = 1
HOMO-LUMO gap = 0.3052 Eh
LUMO = -3.4538 eV
total charge = +1

Last columns: bonded neighbours and bond lengths (Å).
Element x y z (Å)
1 C 3.35336 -1.95664 -0.80314  C2 1.326, H17 1.165
2 C 2.08826 -1.87931 -0.41508  C1 1.326, N3 1.515
3 N 0.62136 -2.03440 -0.06886  C2 1.515, C4 1.512, N9 1.401, P12 1.808
4 C 0.57980 -3.04345 1.05639  N3 1.512, C5 1.599, H18 1.170, H19 1.177
5 C 0.59212 -4.59176 0.65854  C4 1.599, O6 1.451, C7 1.651, H20 1.172
6 O 1.43866 -4.97403 -0.45611  C5 1.451, H21 0.991
7 C -0.90354 -5.26252 0.45904  C5 1.651, N8 1.520, H22 1.149, H23 1.169
8 N -0.88956 -6.61415 1.15452  C7 1.520, H24 1.049, H25 1.035
9 N 0.22622 -0.81409 0.49576  N3 1.401, C10 1.478, H26 1.031
10 C 0.42373 0.38356 -0.34792  N9 1.478, C11 1.655, H27 1.146, H28 1.170
11 C 1.58891 1.42302 0.19974  C10 1.655, H29 1.167, H30 1.150, H31 1.150
12 P -0.39431 -2.46684 -1.50059  N3 1.808, P13 2.180, H32 1.460
13 P -2.51620 -2.13848 -1.12203  P12 2.180, O14 1.565, O15 1.721, O16 1.744
14 O -3.26620 -3.39327 -1.68120  P13 1.565
15 O -2.95022 -2.04590 0.54091  P13 1.721, H33 1.005
16 O -3.11748 -0.77032 -2.02176  P13 1.744, H34 0.994
17 H 4.43487 -2.37555 -0.91686  C1 1.165
18 H -0.31792 -2.87341 1.78647  C4 1.170
19 H 1.53899 -2.84401 1.70931  C4 1.177
20 H 1.02187 -5.16463 1.58634  C5 1.172
21 H 2.06626 -5.67056 -0.13386  O6 0.991
22 H -1.75246 -4.57365 0.81297  C7 1.149
23 H -0.95631 -5.51608 -0.68056  C7 1.169
24 H 0.02169 -7.06330 0.89347  N8 1.049
25 H -0.80843 -6.37773 2.15894  N8 1.035
26 H -0.67840 -0.86394 0.98744  N9 1.031
27 H 0.64285 0.23174 -1.46218  C10 1.146
28 H -0.56224 1.01211 -0.29894  C10 1.170
29 H 1.41093 2.44418 -0.33691  C11 1.167
30 H 2.65063 1.05993 -0.05243  C11 1.150
31 H 1.43716 1.58504 1.32830  C11 1.150
32 H -0.06974 -1.56570 -2.60238  P12 1.460
33 H -3.12199 -1.07263 0.72532  O15 1.005
34 H -4.05483 -0.67162 -1.70478  O16 0.994
35 O -0.52921 3.48330 -1.02367  H36 0.969, H37 0.967
36 H -0.10180 4.30448 -0.73865  O35 0.969
37 H -1.44412 3.74421 -1.19494  O35 0.967
38 O -2.59258 3.76556 0.79841  H39 0.968, H40 0.967
39 H -3.05615 3.60058 1.63196  O38 0.968
40 H -1.84774 3.14986 0.81943  O38 0.967
41 O 2.01137 -2.59004 3.66388  H42 0.966, H43 0.969
42 H 1.86964 -1.74330 4.10773  O41 0.966
43 H 2.14301 -3.21639 4.39166  O41 0.969
44 O -0.60911 6.17900 -0.05563  H45 0.969, H46 0.967
45 H -1.22231 5.82073 0.60354  O44 0.969
46 H -1.15927 6.76599 -0.59125  O44 0.967
47 O -0.44036 4.01460 2.55241  H48 0.967, H49 0.967
48 H -0.15621 3.85322 3.46233  O47 0.967
49 H 0.29514 4.50558 2.16139  O47 0.967
50 O -4.63601 -1.09028 -5.06457  H51 0.967, H52 0.967
51 H -4.34294 -1.25228 -4.15688  O50 0.967
52 H -3.90282 -0.60261 -5.46361  O50 0.967
53 O -4.20198 2.22234 2.88096  H54 0.967, H55 0.967
54 H -4.70361 2.03246 2.07602  O53 0.967
55 H -4.72672 1.81679 3.58480  O53 0.967
56 O 1.64697 -1.11367 -3.64342  H57 0.967, H58 0.967
57 H 1.94113 -1.27224 -2.73551  O56 0.967
58 H 2.37990 -0.62550 -4.04351  O56 0.967
59 O -1.67852 8.72468 0.51968  H60 0.966, H61 0.966
60 H -0.88734 9.01292 0.99379  O59 0.966
61 H -2.31468 9.43621 0.67137  O59 0.966
62 O 3.07463 -7.49709 0.21027  H63 0.966, H64 0.968
63 H 3.05828 -8.46066 0.27721  O62 0.966
64 H 3.40107 -7.33132 -0.68574  O62 0.968
65 O 6.15620 -2.20590 -2.62707  H66 0.966, H67 0.967
66 H 6.98016 -1.84020 -2.97531  O65 0.966
67 H 5.98216 -2.97028 -3.19246  O65 0.967
68 O -2.10186 -1.32453 3.49202  H69 0.966, H70 0.967
69 H -2.61660 -1.51470 2.69752  O68 0.966
70 H -2.61587 -1.72534 4.20588  O68 0.967
71 O -5.73628 1.11635 -0.36876  H72 0.967, H73 0.967
72 H -5.38923 1.42363 -1.21749  O71 0.967
73 H -6.21779 0.30841 -0.59210  O71 0.967
74 O 2.04363 3.81523 -3.32153  H75 0.967, H76 0.969
75 H 1.43190 3.45966 -2.66252  O74 0.967
76 H 1.49249 4.40334 -3.85939  O74 0.969
77 O 2.61149 1.40970 4.01080  H78 0.967, H79 0.966
78 H 3.43866 1.77271 3.66704  O77 0.967
79 H 2.43566 0.64915 3.44135  O77 0.966
80 O 4.81942 4.16907 -2.89933  H81 0.967, H82 0.969
81 H 5.24565 4.98944 -2.61561  O80 0.967
82 H 3.90145 4.42863 -3.07189  O80 0.969
83 O -1.89570 -6.63518 4.35344  H84 0.966, H85 0.966
84 H -2.39663 -6.82133 3.54844  O83 0.966
85 H -2.42198 -7.04076 5.05505  O83 0.966
86 O -3.52606 -3.78508 -5.81279  H87 0.966, H88 0.968
87 H -2.72751 -3.50314 -5.34895  O86 0.966
88 H -4.15619 -3.06730 -5.65271  O86 0.968
89 O -7.94184 1.88791 1.37809  H90 0.966, H91 0.967
90 H -7.55433 2.77201 1.41545  O89 0.966
91 H -7.29615 1.37106 0.87683  O89 0.967
92 O 6.16258 6.75069 -1.32708  H93 0.966, H94 0.967
93 H 6.44688 6.59089 -0.41777  O92 0.966
94 H 6.89773 7.24234 -1.71874  O92 0.967
95 O -6.24949 3.21112 4.81499  H96 0.966, H97 0.966
96 H -5.82304 4.03021 5.09944  O95 0.966
97 H -7.16432 3.47096 4.64365  O95 0.966
98 O -7.53387 0.80032 -2.51932  H99 0.967, H100 0.967
99 H -8.04134 0.61248 -3.32038  O98 0.967
100 H -8.05545 0.39824 -1.81170  O98 0.967
101 O -0.00392 5.48208 -4.36240  H102 0.967, H103 0.966
102 H 0.42322 6.30209 -4.07882  O101 0.967
103 H -0.91800 5.74247 -4.53539  O101 0.966
104 O 1.66278 -5.20367 5.16656  H105 0.966, H106 0.966
105 H 1.15953 -5.39454 4.36384  O104 0.966
106 H 1.13971 -5.60804 5.87142  O104 0.966
107 O 9.20604 6.81965 -1.64081  H108 0.967, H109 0.967
108 H 10.03156 7.18426 -1.98699  O107 0.967
109 H 9.03141 6.05653 -2.20822  O107 0.967
110 O -4.50244 -6.48973 2.15620  H111 0.966, H112 0.967
111 H -4.97736 -5.88977 1.56611  O110 0.966
112 H -3.57707 -6.39124 1.89284  O110 0.967
113 O 9.49818 8.46540 1.18872  H114 0.966, H115 0.967
114 H 10.32329 8.83004 0.84335  O113 0.966
115 H 9.32357 7.70209 0.62046  O113 0.967
116 O 5.30451 -8.33606 -1.75472  H117 0.966, H118 0.967
117 H 6.13028 -7.97112 -2.09903  O116 0.966
118 H 5.13071 -9.09823 -2.32324  O116 0.967